1.
Below is an isolated molecule of C16H15ClN4O, with properties calculated with wB97M-V/def2-TZVPD.

DFT total energy: -1373.23772 Ha
SMILES: Cc1nc2cc(NC(=O)Nc3ccccc3Cl)ccc2n1C
Largest force on an atom: 0.84 eV/A
Energy relative to the best compared isomer or geometry (same formula, charge and spin): 0.0 kcal/mol
HOMO-LUMO gap: 8.62 eV

```
! RIJCOSX wB97M-V def2-TZVPD def2/J DEFGRID3
* xyz 0 1
C -5.806 -0.466 -1.059
C -4.438 -0.080 -0.642
N -3.794 0.961 -1.084
C -2.581 0.948 -0.450
C -1.505 1.819 -0.558
C -0.381 1.560 0.210
N 0.714 2.439 0.127
C 2.055 2.160 0.029
O 2.875 3.053 0.035
N 2.336 0.822 -0.099
C 3.571 0.199 -0.156
C 4.782 0.880 -0.052
C 5.980 0.193 -0.108
C 6.001 -1.182 -0.268
C 4.808 -1.877 -0.371
C 3.612 -1.191 -0.314
Cl 2.120 -2.084 -0.441
C -0.346 0.470 1.096
C -1.403 -0.410 1.203
C -2.517 -0.170 0.417
N -3.722 -0.813 0.269
C -4.161 -2.002 0.941
H -5.799 -1.444 -1.541
H -6.471 -0.514 -0.197
H -6.179 0.273 -1.761
H -1.550 2.668 -1.220
H 0.498 3.417 -0.005
H 1.545 0.198 -0.207
H 4.760 1.950 0.068
H 6.906 0.741 -0.027
H 6.937 -1.716 -0.312
H 4.804 -2.949 -0.495
H 0.517 0.335 1.731
H -1.353 -1.242 1.889
H -4.960 -1.775 1.651
H -4.532 -2.732 0.219
H -3.323 -2.437 1.482
*
```

***

2.
Below is a 3-piece molecular cluster, C16H15F21O9S3 overall at a distorted geometry, with properties calculated with wB97M-V/def2-TZVPD.

DFT total energy: -4587.51575 Ha
Largest force on an atom: 4.30 eV/A
HOMO-LUMO gap: 9.30 eV

```
! RIJCOSX wB97M-V def2-TZVPD def2/J DEFGRID3
* xyz 0 1
O -0.686 -1.064 -0.556
C -0.189 -0.130 0.023
O 0.556 0.009 0.961
S -0.893 1.536 -0.794
C -1.658 2.401 0.603
C -3.196 2.416 0.369
C -3.825 3.791 0.563
S -3.125 5.035 -0.510
O -2.139 4.456 -1.375
O -4.197 5.670 -1.193
O -2.470 6.098 0.475
S 0.807 2.541 -1.563
O 1.855 1.592 -1.753
O 0.412 3.089 -2.819
C 1.407 4.013 -0.585
F 0.430 4.867 -0.257
F 2.192 4.654 -1.443
C 2.265 3.682 0.700
F 3.491 4.166 0.534
F 2.364 2.381 0.914
F 1.740 4.271 1.771
H -1.486 1.796 1.491
H -1.253 3.387 0.785
H -3.382 2.138 -0.667
H -3.684 1.676 0.993
H -4.876 3.729 0.299
H -3.804 4.114 1.601
H -1.513 6.068 0.323
C 1.142 -0.583 -4.484
C -0.244 -1.123 -4.872
C -0.790 -2.317 -4.083
F 0.005 -3.400 -4.180
F -2.003 -2.657 -4.587
F -0.266 -1.383 -6.197
F -1.122 -0.098 -4.662
O 2.271 -1.005 -5.239
C 2.911 -2.191 -4.971
C 2.777 -3.198 -6.119
F 1.488 -3.435 -6.419
F 3.342 -4.372 -5.751
F 2.516 -2.704 -3.794
F 4.226 -1.903 -4.850
H 1.099 0.488 -4.680
H 1.321 -0.666 -3.411
H -0.915 -2.057 -3.027
H 3.280 -2.823 -7.012
C 0.454 -2.606 3.583
C -0.456 -1.594 4.300
C 0.111 -0.865 5.519
F 0.468 -1.709 6.503
F -0.840 -0.036 6.021
F -1.630 -2.189 4.608
F -0.736 -0.628 3.383
O 0.312 -3.986 3.894
C 0.944 -4.543 4.978
C -0.046 -5.023 6.045
F -0.855 -4.025 6.447
F 0.639 -5.465 7.124
F 1.873 -3.710 5.483
F 1.602 -5.633 4.528
H 0.160 -2.550 2.536
H 1.499 -2.297 3.606
H 0.978 -0.261 5.236
H -0.660 -5.835 5.652
*
```

***

3.
Below is C16H15F3MnN2O3S as an isolated structure, with properties calculated with wB97M-V/def2-TZVPD.

DFT total energy: -2802.85907 Ha
Largest force on an atom: 0.54 eV/A
⟨S²⟩: 8.754
HOMO-LUMO gap (spin up / spin down): 7.84 / 7.91 eV

```
! RIJCOSX wB97M-V def2-TZVPD def2/J DEFGRID3
* xyz 0 6
Mn -0.482 0.268 0.376
F -0.063 -0.208 -5.019
C -1.281 0.292 -4.750
F -1.164 1.627 -4.694
F -2.057 0.016 -5.823
C -1.865 -0.295 -3.490
C -3.079 -0.944 -3.556
C -3.661 -1.482 -2.412
C -2.961 -1.354 -1.236
N -1.771 -0.758 -1.166
C -1.204 -0.187 -2.247
S 0.273 0.680 -1.953
H -3.582 -1.021 -4.510
H -4.621 -1.975 -2.436
H -3.351 -1.739 -0.301
O -2.383 0.885 1.227
C -1.928 2.061 1.340
O -0.714 2.310 1.105
C -2.840 3.178 1.745
C -2.343 4.472 1.846
C -3.185 5.513 2.207
C -4.527 5.262 2.466
C -5.025 3.969 2.366
C -4.182 2.928 2.005
H -1.298 4.646 1.631
H -2.796 6.520 2.283
H -5.184 6.078 2.740
H -6.071 3.775 2.567
H -4.546 1.914 1.918
C 4.196 -1.353 2.724
N 2.805 -0.904 2.640
C 2.261 0.051 3.606
C 2.062 -1.247 1.602
O 0.911 -0.832 1.429
H 4.535 -1.221 3.748
H 4.844 -0.774 2.067
H 4.269 -2.409 2.474
H 2.862 0.009 4.510
H 1.233 -0.212 3.840
H 2.276 1.065 3.206
H 2.528 -1.934 0.889
*
```

***

4.
Below is an isolated molecule of C16H15FN2O3S, with properties calculated with wB97M-V/def2-TZVPD.

DFT total energy: -1452.00194 Ha
SMILES: C[C@H]1CC(=O)Nc2ccccc2N1S(=O)(=O)c1cccc(F)c1
Largest force on an atom: 0.91 eV/A
Energy relative to the best compared isomer or geometry (same formula, charge and spin): 7.2 kcal/mol
HOMO-LUMO gap: 8.98 eV

```
! RIJCOSX wB97M-V def2-TZVPD def2/J DEFGRID3
* xyz 0 1
C -1.745 -2.442 -1.926
C -2.012 -1.111 -1.228
C -3.007 -1.276 -0.084
C -3.503 -0.011 0.569
O -4.540 -0.002 1.201
N -2.830 1.177 0.452
C -1.657 1.648 -0.123
C -1.454 3.031 -0.079
C -0.327 3.614 -0.619
C 0.632 2.828 -1.236
C 0.450 1.460 -1.288
C -0.673 0.861 -0.731
N -0.745 -0.551 -0.767
S -0.048 -1.182 0.639
O -0.406 -0.389 1.778
O -0.290 -2.592 0.689
C 1.686 -0.908 0.274
C 2.315 -1.739 -0.633
C 3.647 -1.519 -0.945
C 4.336 -0.472 -0.355
C 3.677 0.341 0.554
F 4.348 1.357 1.123
C 2.349 0.138 0.885
H -1.013 -2.301 -2.717
H -2.665 -2.823 -2.361
H -1.360 -3.163 -1.211
H -2.410 -0.400 -1.964
H -3.894 -1.814 -0.429
H -2.546 -1.885 0.699
H -3.331 1.901 0.959
H -2.199 3.650 0.401
H -0.198 4.684 -0.560
H 1.513 3.275 -1.670
H 1.179 0.825 -1.768
H 1.754 -2.548 -1.071
H 4.152 -2.162 -1.649
H 5.372 -0.280 -0.586
H 1.836 0.765 1.595
*
```

***

5.
Below is C16H15MgN6O3S as an isolated structure at a distorted geometry, with properties calculated with wB97M-V/def2-TZVPD.

DFT total energy: -1771.03028 Ha
Largest force on an atom: 3.77 eV/A
Energy relative to the best compared isomer or geometry (same formula, charge and spin): 22.9 kcal/mol
HOMO-LUMO gap (spin up / spin down): 6.88 / 6.89 eV

```
! RIJCOSX wB97M-V def2-TZVPD def2/J DEFGRID3
* xyz 1 1
Mg 0.284 -1.018 0.004
C 1.592 -1.256 4.175
C 0.768 -1.003 2.953
N 0.753 -1.842 1.912
N 1.520 -3.005 1.965
C 0.930 -4.144 1.556
N 1.815 -5.183 1.489
S -0.770 -4.506 1.182
C -0.040 0.201 2.751
C -0.551 1.070 3.761
C -0.810 2.404 3.411
C -0.875 2.770 2.066
C -0.477 1.860 1.111
N -0.114 0.582 1.446
H 2.529 -1.726 3.857
H 1.757 -0.293 4.671
H 1.046 -1.894 4.891
H 2.788 -4.974 1.692
H 1.406 -6.085 1.439
H -0.766 0.671 4.764
H -0.984 3.086 4.204
H -1.084 3.823 1.786
H -0.600 2.050 0.029
N -0.832 -0.029 -1.462
C -0.979 0.692 -2.381
C -1.093 1.740 -3.369
C -2.045 1.631 -4.366
C -2.107 2.662 -5.316
C -1.126 3.689 -5.398
C -0.184 3.758 -4.313
C -0.201 2.817 -3.304
H -2.688 0.756 -4.443
H -2.898 2.670 -6.077
H -1.107 4.414 -6.206
H 0.558 4.574 -4.258
H 0.500 2.853 -2.495
O 0.661 -2.791 -1.101
C 1.747 -2.311 -1.384
O 2.036 -1.137 -0.978
H 2.597 -2.775 -1.977
O -1.554 -2.107 0.339
N -1.402 -2.694 1.376
*
```

***

6.
Below is an isolated molecule of C16H15N3O2, with properties calculated with wB97M-V/def2-TZVPD.

DFT total energy: -933.46320 Ha
SMILES: CCOc1cccc(C(=O)Nc2ccc3[nH]ncc3c2)c1
Largest force on an atom: 0.71 eV/A
Energy relative to the best compared isomer or geometry (same formula, charge and spin): 16.6 kcal/mol
HOMO-LUMO gap: 8.92 eV

```
! RIJCOSX wB97M-V def2-TZVPD def2/J DEFGRID3
* xyz 0 1
C 0.999 2.693 -2.194
C 0.464 2.673 -0.765
O 1.477 2.445 0.194
C 1.950 1.187 0.398
C 2.975 1.075 1.342
C 3.522 -0.155 1.640
C 3.052 -1.300 1.019
C 2.017 -1.201 0.100
C 1.530 -2.433 -0.583
O 2.278 -3.274 -1.037
N 0.177 -2.564 -0.726
C -0.855 -1.807 -0.151
C -0.748 -1.371 1.187
C -1.728 -0.615 1.781
C -2.851 -0.306 1.018
N -3.978 0.402 1.287
N -4.813 0.425 0.242
C -4.255 -0.261 -0.722
C -2.992 -0.767 -0.315
C -1.980 -1.527 -0.902
C 1.480 0.041 -0.229
H 1.437 1.734 -2.462
H 1.767 3.456 -2.288
H 0.190 2.917 -2.884
H -0.343 1.936 -0.657
H 0.065 3.658 -0.507
H 3.325 1.975 1.822
H 4.321 -0.224 2.363
H 3.472 -2.269 1.239
H -0.103 -3.315 -1.345
H 0.127 -1.651 1.751
H -1.635 -0.285 2.804
H -4.230 0.871 2.141
H -4.748 -0.376 -1.666
H -2.072 -1.881 -1.918
H 0.705 0.092 -0.977
*
```